## A
Formula: C3H4O3Yb
Source: the Open Molecules 2025 dataset
Level of theory: ωB97M-V with the def2-TZVPD basis set

Output
Net charge ... +1
Multiplicity ... 2
Lowest unoccupied orbital energy (alpha / beta) ... -0.150 / -0.271 hartree

Geometry (Å):
H 0.281 1.679 1.148
H 1.434 1.858 -0.149
O 1.150 -0.256 0.773
H -1.428 1.319 -0.528
C -0.470 0.827 -0.725
O -0.591 -0.566 -0.641
Yb -1.896 -3.768 0.465
O 0.116 -2.253 0.717
H 0.337 1.129 -1.554
C 0.652 1.196 0.236
C 0.414 -1.166 0.258

***

## B
Formula: C3H4O3Yb
Source: the Open Molecules 2025 dataset
Level of theory: ωB97M-V with the def2-TZVPD basis set

Output
Net charge ... +1
Multiplicity ... 2
Lowest unoccupied orbital energy (alpha / beta) ... -0.205 / -0.194 hartree

Geometry (Å):
C 0.735 0.199 0.656
H 0.993 -1.405 1.995
O 1.246 -0.086 -0.489
O -0.406 -1.901 0.540
H 1.212 0.994 1.257
H -1.401 2.286 -2.580
C 0.153 -0.984 1.397
C -0.941 0.975 -1.235
O -0.632 1.881 -2.152
Yb -0.411 -1.409 -1.534
H -0.548 -0.552 2.146

***

Most stable structure: B

***

## A
Formula: C17H19CoNPS
Source: the Open Molecules 2025 dataset
Level of theory: ωB97M-V with the def2-TZVPD basis set

Output
Net charge ... 0
Multiplicity ... 5
Lowest unoccupied orbital energy (alpha / beta) ... -0.014 / -0.030 hartree

Geometry (Å):
C 3.334 1.663 6.048
H -0.737 -0.752 -2.167
C 2.460 -0.323 4.985
H 1.760 -0.090 -1.951
C -2.940 1.290 4.452
C -0.454 0.082 -1.501
H -3.351 2.289 4.599
H 2.398 -1.403 4.838
C -1.117 -0.104 3.733
H 1.183 -3.372 -0.419
C -0.367 2.409 -1.176
H -4.615 0.258 5.321
H 3.999 2.112 6.779
C -3.641 0.159 4.850
C 1.616 0.504 4.208
C -3.092 -1.123 4.665
C -1.241 1.300 -1.323
C -1.664 1.161 3.868
H 2.517 3.552 5.374
H -3.634 -2.017 4.978
P -0.097 -2.789 0.131
C 0.994 0.508 -1.429
H -0.393 -3.127 1.574
N 0.583 0.597 1.732
H 1.886 2.562 -1.316
H -1.267 -3.054 -0.779
H -2.321 1.275 -1.359
C 3.308 0.259 5.909
C 0.976 1.961 -1.310
H 3.939 -0.381 6.523
H 0.967 2.504 3.733
H -1.368 -2.234 3.947
C 1.630 1.878 4.329
H -0.650 3.436 -0.959
C -1.833 -1.262 4.101
H -1.107 2.044 3.547
C 2.511 2.464 5.270
H 0.883 1.569 1.765
Co 0.546 -0.826 0.498
S 0.522 -0.348 3.076

***

## B
Formula: C17H19CoNPS
Source: the Open Molecules 2025 dataset
Level of theory: ωB97M-V with the def2-TZVPD basis set

Output
Net charge ... 0
Multiplicity ... 5
Lowest unoccupied orbital energy (alpha / beta) ... -0.020 / -0.042 hartree

Geometry (Å):
C 0.885 -0.715 3.358
H 2.343 2.970 -0.271
H -4.557 1.651 -0.535
C -1.753 2.757 -2.185
H 1.619 0.088 3.413
Co -0.219 2.370 -0.073
H -1.359 3.684 -2.577
C 3.574 -1.331 -1.543
C 1.513 -0.855 -0.383
N -0.783 0.536 0.104
C 2.844 -0.529 -0.669
H -0.550 -3.225 5.151
H -1.857 1.440 -4.015
C -0.339 -2.568 4.303
H -1.245 -2.079 1.044
P 1.199 3.831 -0.695
C 0.613 -1.551 4.438
C -1.017 -2.756 3.088
C 0.879 -1.929 -1.008
C 1.614 -2.739 -1.879
H 3.283 0.341 -0.185
S 0.635 0.171 0.790
H 1.138 -3.608 -2.341
C -2.626 2.799 -0.953
C -2.292 1.727 -3.039
H -1.754 -3.554 2.984
H -0.172 -2.144 -0.805
H -1.621 -0.058 0.223
H 4.616 -1.091 -1.739
H 3.544 -3.088 -2.801
C 0.219 -0.919 2.144
C -3.695 1.838 -1.184
H -4.030 0.269 -2.773
C -3.389 1.084 -2.370
C 2.962 -2.440 -2.136
H 1.311 4.312 -2.077
H -2.756 3.736 -0.429
H 0.804 4.900 0.256
C -0.737 -1.927 2.000
H 1.154 -1.399 5.370

***

Most stable structure: A

***

## A
Formula: C3H13N3O
Source: the Open Molecules 2025 dataset
Level of theory: ωB97M-V with the def2-TZVPD basis set

Output
Net charge ... +1
Multiplicity ... 2
Lowest unoccupied orbital energy (alpha / beta) ... -0.114 / -0.309 hartree

Geometry (Å):
H 2.204 -0.337 2.099
H -1.711 -0.699 -1.081
H -2.410 -0.657 2.568
N 2.035 0.647 1.914
H 1.156 0.901 2.359
C -1.158 -0.016 -1.723
N 0.450 0.282 0.004
H -1.156 -1.614 2.403
H 1.818 1.895 0.227
C -0.295 1.005 -1.010
H 2.544 0.352 -0.062
H -1.942 0.597 -2.214
N -0.379 -0.860 -2.563
C 1.727 0.843 0.479
O -2.110 -1.590 2.537
H 0.444 1.346 -1.784
H 0.711 -0.648 -0.345
H -0.599 1.938 -0.542
H -0.901 -1.567 -3.055
H 0.323 -0.494 -3.196

***

## B
Formula: C3H13N3O
Source: the Open Molecules 2025 dataset
Level of theory: ωB97M-V with the def2-TZVPD basis set

Output
Net charge ... +1
Multiplicity ... 2
Lowest unoccupied orbital energy (alpha / beta) ... -0.116 / -0.274 hartree

Geometry (Å):
N -0.125 -2.376 0.171
H 2.816 2.439 1.892
H -0.636 1.998 -0.148
H -0.230 -1.093 2.109
C 1.413 2.463 0.446
N 2.547 1.752 1.123
H -0.118 -2.073 -0.845
C -0.351 -1.111 1.001
H 1.116 -0.016 -0.050
H -0.343 1.547 1.689
H 1.115 3.373 0.898
H -3.631 -2.917 -2.787
H 0.940 -2.503 0.201
H -2.872 -1.628 -2.467
H 3.351 1.711 0.496
O -3.366 -1.997 -3.233
H -1.443 -1.202 0.837
H 1.499 2.488 -0.673
N 0.227 0.070 0.440
C 0.075 1.604 0.649

***

Most stable structure: A

***

## A
Formula: C8H6N2O2
Source: the Open Molecules 2025 dataset
Level of theory: ωB97M-V with the def2-TZVPD basis set

Output
Net charge ... 0
Multiplicity ... 1
Structure (SMILES) ... O=C1c2ncccc2N[C@@]12CO2
Lowest unoccupied orbital energy ... -0.015 hartree

Geometry (Å):
H 3.130 2.176 -0.610
C 2.832 0.061 -0.260
C -3.112 -0.611 0.186
C 0.361 0.912 0.246
H -0.435 -2.064 -0.004
O -1.717 2.211 0.607
H 3.944 -0.103 -0.558
C -1.719 -0.189 0.076
C 0.581 -0.513 0.172
H -3.473 -1.678 0.509
N -0.547 -1.221 0.427
C 2.475 1.352 -0.335
C -1.155 1.175 0.327
O -2.454 -0.510 -1.049
H 2.051 -1.947 -0.118
H -3.900 0.068 0.608
C 1.866 -0.919 -0.096
N 1.274 1.798 -0.129

***

## B
Formula: C8H6N2O2
Source: the Open Molecules 2025 dataset
Level of theory: ωB97M-V with the def2-TZVPD basis set

Output
Net charge ... 0
Multiplicity ... 1
Structure (SMILES) ... O=c1[nH]c2cnccc2cc1O
Lowest unoccupied orbital energy ... -0.006 hartree

Geometry (Å):
O 3.039 -1.646 0.137
H -1.623 2.320 -0.147
C 2.010 -1.016 -0.046
H 0.971 2.257 0.123
C -0.491 -0.908 -0.074
H 0.647 -2.571 -0.053
O 3.312 0.966 -0.009
N -2.873 -0.799 0.187
C 0.946 1.202 -0.088
C 2.046 0.477 -0.062
C -1.566 1.221 -0.049
C -0.331 0.551 -0.096
C -1.750 -1.477 0.007
C -2.720 0.514 -0.046
N 0.685 -1.567 -0.318
H -1.856 -2.569 0.068
H -3.685 1.071 -0.026
H 3.238 1.975 0.494

***

Most stable structure: B

***

## A
Formula: C2H3N2O2
Source: the Open Molecules 2025 dataset
Level of theory: ωB97M-V with the def2-TZVPD basis set

Output
Net charge ... +1
Multiplicity ... 1
Structure (SMILES) ... [NH3+]C#C[N+](=O)[O-]
Lowest unoccupied orbital energy ... -0.201 hartree

Geometry (Å):
H -0.271 0.214 0.876
O 4.613 1.124 -0.048
H -0.160 0.787 -0.727
C 2.653 0.056 -0.006
O 4.581 -1.085 -0.027
C 1.411 -0.199 0.069
N 0.074 0.058 -0.097
H -0.332 -0.865 -0.390
N 4.113 0.033 0.007

***

## B
Formula: C2H3N2O2
Source: the Open Molecules 2025 dataset
Level of theory: ωB97M-V with the def2-TZVPD basis set

Output
Net charge ... +1
Multiplicity ... 1
Lowest unoccupied orbital energy ... -0.165 hartree

Geometry (Å):
H -1.792 -1.442 0.986
H -1.795 -1.482 -0.714
N -1.057 1.445 0.081
C -1.085 0.291 0.045
C 2.515 -0.047 -0.184
N -1.400 -0.967 0.062
O 3.572 -0.278 0.107
H -0.389 2.259 0.091
O 1.431 0.220 -0.473

***

Most stable structure: B

***

## A
Formula: C4H6N3
Source: the Open Molecules 2025 dataset
Level of theory: ωB97M-V with the def2-TZVPD basis set

Output
Net charge ... +1
Multiplicity ... 1
Lowest unoccupied orbital energy ... -0.190 hartree

Geometry (Å):
C 0.800 0.247 0.115
H -1.283 -1.408 -1.406
H -2.085 0.060 -1.680
H -1.796 -1.453 1.204
H 1.784 0.372 2.130
C -1.532 -0.552 -0.958
N 2.628 0.834 0.365
H 2.203 1.063 -1.731
C 1.939 0.815 -0.696
C -1.667 -0.611 0.508
N 1.531 0.525 1.207
H -2.124 0.267 1.052
N -0.398 -0.158 -0.111

***

## B
Formula: C4H6N3
Source: the Open Molecules 2025 dataset
Level of theory: ωB97M-V with the def2-TZVPD basis set

Output
Net charge ... +1
Multiplicity ... 1
Lowest unoccupied orbital energy ... -0.228 hartree

Geometry (Å):
H 1.649 -2.581 -1.503
C -0.494 1.454 0.834
C 0.143 0.209 -1.267
H -1.419 2.060 0.476
H 0.668 -3.011 0.753
N -0.013 -1.189 0.958
H 0.418 2.168 0.979
C 1.072 -1.853 -1.080
C 0.549 -2.050 0.260
N 0.819 -0.849 -1.812
H -0.729 1.043 1.820
N -0.149 0.317 0.000
H -0.078 1.028 -2.068

***

## C
Formula: C4H6N3
Source: the Open Molecules 2025 dataset
Level of theory: ωB97M-V with the def2-TZVPD basis set

Output
Net charge ... +1
Multiplicity ... 1
Lowest unoccupied orbital energy (alpha / beta) ... -0.285 / -0.293 hartree

Geometry (Å):
C -0.697 0.549 -0.116
H 1.708 -1.247 1.846
N -1.121 1.812 0.004
N -0.649 2.586 0.711
C -0.972 -0.173 -1.300
H -1.257 0.431 -2.257
N 0.762 1.281 1.460
H -1.826 -0.808 -0.994
H -0.065 -0.892 -1.431
C 1.189 -1.064 0.814
H 1.962 -0.871 0.105
C 0.439 0.219 0.831
H 0.527 -1.823 0.327

***

Most stable structure: B

***

## A
Formula: C7H14N3O4
Source: the Open Molecules 2025 dataset
Level of theory: ωB97M-V with the def2-TZVPD basis set

Output
Net charge ... +1
Multiplicity ... 1
Structure (SMILES) ... C/C1=N\CN[C@H](O)/[NH+]=C(\O)[C@](C)(O)O1
Lowest unoccupied orbital energy ... -0.117 hartree

Geometry (Å):
H -1.899 1.240 2.246
C 1.604 -1.603 0.711
H 3.626 1.521 0.272
H -1.041 -1.860 -2.083
N 0.716 1.113 0.345
N 0.194 -1.199 0.723
O -0.358 2.016 -1.433
O -1.631 -0.448 -0.278
C -0.324 1.493 -0.270
N 2.433 -0.448 0.746
H -3.316 1.156 -0.873
H 0.356 -2.880 -1.506
C -1.594 0.826 0.357
H 0.381 0.348 1.056
C -2.942 1.522 0.128
H 0.530 2.204 -1.802
H 1.875 -2.321 1.665
C -0.571 -1.335 -0.242
H -2.629 2.472 0.141
H 1.894 0.026 -1.185
H -1.298 -3.224 -1.041
O -1.340 0.672 1.723
H -3.586 1.212 0.870
O 2.966 1.571 -0.341
H 1.814 -2.084 -0.239
C -0.634 -2.441 -1.222
C 2.105 0.554 -0.183
H 2.668 -0.101 1.712

***

## B
Formula: C7H14N3O4
Source: the Open Molecules 2025 dataset
Level of theory: ωB97M-V with the def2-TZVPD basis set

Output
Net charge ... +1
Multiplicity ... 1
Structure (SMILES) ... CC(=O)N1CN[C@H](O)[NH2+][C@@]1(O)C(C)=O
Lowest unoccupied orbital energy ... -0.121 hartree

Geometry (Å):
H 0.602 0.872 1.731
H 1.942 -1.556 -0.721
C 2.440 0.333 -0.109
C 0.358 1.329 0.673
H -1.484 -1.177 1.913
N 1.590 -0.645 -1.052
N -0.474 0.542 -0.232
H 1.490 2.043 -0.776
C -1.083 -2.034 1.391
H -0.124 2.314 0.838
N 1.694 1.531 0.105
C -2.695 1.528 0.290
H 3.814 1.098 -1.322
C 0.076 -0.764 -0.602
O -0.576 -1.233 -1.650
H -2.145 2.336 0.772
H -0.762 -2.797 2.122
H 2.431 -0.126 1.003
O 1.036 -2.607 0.423
C 0.112 -1.867 0.548
H -3.527 1.937 -0.322
H -1.795 -2.645 0.723
H -1.217 -0.597 -1.920
C -1.756 0.825 -0.616
O -2.230 0.468 -1.701
H -3.089 0.747 0.998
O 3.678 0.459 -0.567
H 1.695 -0.312 -1.941

***

Most stable structure: B

***

## A
Formula: C4H12NOS
Source: the Open Molecules 2025 dataset
Level of theory: ωB97M-V with the def2-TZVPD basis set

Output
Net charge ... -1
Multiplicity ... 1
Lowest unoccupied orbital energy ... 0.128 hartree

Geometry (Å):
C 1.790 -0.222 -0.728
C -0.556 -0.572 -0.155
O -3.621 2.716 -0.018
H 1.459 -0.566 -1.704
H -1.286 0.584 1.508
N 0.836 -0.759 0.215
H 1.807 0.874 -0.735
S -3.240 -0.438 0.607
H -0.974 -1.415 -0.715
H -3.267 1.787 -0.006
H 3.294 -1.657 0.030
C 3.228 -0.671 -0.402
H -1.230 -1.146 1.792
C -1.472 -0.394 1.055
H -4.556 2.494 -0.136
H 3.852 -0.556 -1.294
H -0.710 0.307 -0.783
H 1.010 -0.426 1.159
H 3.635 0.060 0.308

***

## B
Formula: C4H12NOS
Source: the Open Molecules 2025 dataset
Level of theory: ωB97M-V with the def2-TZVPD basis set

Output
Net charge ... -1
Multiplicity ... 1
Lowest unoccupied orbital energy ... 0.144 hartree

Geometry (Å):
H 0.593 -1.051 0.207
S -1.158 -0.998 1.191
C -1.583 -1.534 -1.495
H 2.790 0.600 0.765
H 2.065 3.422 0.483
H -0.124 1.423 0.388
H -1.919 -0.480 -1.535
C -1.901 -2.073 -0.098
H 1.107 1.656 -0.865
H 0.522 3.429 1.178
H -2.992 -1.971 0.003
C 1.703 0.407 0.789
N 1.277 2.862 0.871
H -0.504 -1.549 -1.714
H 1.380 0.235 1.833
O 1.551 -0.778 0.008
H -1.653 -3.138 0.077
C 0.945 1.619 0.225
H -2.101 -2.083 -2.310

***

Most stable structure: A